(1)
21
Properties=species:S:1:pos:R:3:forces:R:3 method="wB97M-V/def2-TZVPD" homo_lumo_gap_ev=7.69 charge=+1 e_tot_ha=-345.5284 lumo_energy_ev=-4.3 de_lowest_kcal_mol=105.2
C -0.457125 0.100891 0.195037 -0.5418 -0.7102 1.3270
C 0.634220 -0.259735 -0.333949 0.4551 -1.1434 -1.5830
C 0.460044 -1.753731 -0.640016 -1.2778 -2.6175 -0.3842
C -1.522123 0.421024 0.993464 2.9851 0.0687 0.1463
C 1.795557 0.334805 -1.017539 1.9077 2.7734 2.8195
C -0.327816 -2.206214 -1.626930 0.2980 3.6052 1.1878
N 1.059757 -2.736103 0.133660 1.0981 3.7436 1.4141
N -1.096419 3.102725 1.343621 -0.2103 -0.6156 -0.4431
H -1.161765 1.616925 0.855708 -0.7788 0.3623 0.2667
H -1.435025 0.225560 2.044325 0.5222 -0.0241 0.5944
H -2.408332 0.064743 0.658167 -3.1084 -0.0568 -1.4573
H 2.174970 1.338123 -0.536028 -0.5327 -2.0743 0.0113
H 1.602332 0.793397 -1.928294 -0.7808 -0.2409 -2.2834
H 2.608891 -0.381020 -1.024871 0.1000 0.1097 -0.3435
H -0.419446 3.783140 1.058273 0.4926 0.3169 0.0963
H -0.348252 -3.150019 -1.967618 0.2886 -3.4354 -0.6881
H -0.993156 -1.591142 -2.133618 -0.8952 1.3773 -0.8406
H 1.023183 -3.684715 -0.107982 0.0196 -1.0831 -0.4546
H 1.856596 -2.353943 0.623037 0.2265 -1.0017 0.1862
H -2.008262 3.450896 1.081901 -0.1971 0.1053 0.3120
H -1.037829 2.884395 2.329650 -0.0706 0.5407 0.1160



(2)
111
Properties=species:S:1:pos:R:3:forces:R:3 method="wB97M-V/def2-TZVPD" homo_lumo_gap_ev="6.12 / 6.16" charge=0 e_tot_ha=-5615.1072 lumo_energy_ev="-0.2 / -0.2" multiplicity=6 de_lowest_kcal_mol=23.0 s2=8.75
Mn 0.399527 0.432657 0.485174 -0.0962 0.5165 -0.2201
O -1.069299 -1.148584 -0.177968 0.1687 -0.0304 0.1166
S -1.968448 -2.245152 -0.657104 -0.0361 0.0611 -0.0432
C -2.451633 -1.859181 -2.366277 0.0307 -0.0512 -0.0113
C -3.244336 -0.581303 -2.583845 -0.0689 -0.0455 -0.0293
C -2.428626 0.702291 -2.366126 0.0657 -0.0055 -0.0178
C -3.210199 1.689127 -1.514877 -0.0198 -0.0252 -0.0050
S -2.087444 2.929679 -0.806060 -0.0184 -0.0184 0.0079
O -0.935717 2.159408 -0.258103 0.0828 -0.0742 0.1238
C -3.125042 3.280553 0.606922 -0.0985 0.1720 0.0460
C -2.685439 2.864001 1.850572 0.0862 0.0211 -0.0359
C -3.476866 3.130036 2.960864 -0.0260 0.0200 -0.0114
C -4.683148 3.801938 2.818434 -0.0064 -0.0203 0.0089
C -5.104696 4.224040 1.561581 -0.0013 -0.0350 0.0123
C -4.322123 3.967873 0.446504 0.0463 0.0410 0.0384
C -3.528871 -1.923330 0.144896 -0.0585 -0.0716 0.0484
C -3.647179 -0.789255 0.930419 0.0889 0.0097 0.0268
C -4.865207 -0.523568 1.543118 -0.0132 -0.0141 0.0346
C -5.935902 -1.388452 1.370234 0.0144 -0.0294 -0.0201
C -5.795071 -2.534313 0.592961 -0.0110 0.0290 0.0040
C -4.584006 -2.810973 -0.021037 -0.0145 0.0099 0.0185
H -3.006499 -2.745143 -2.688403 -0.0028 -0.0062 0.0161
H -1.492992 -1.854961 -2.892857 -0.0227 0.0131 -0.0255
H -4.113601 -0.597365 -1.919752 -0.0054 0.0192 -0.0526
H -3.649179 -0.615460 -3.597450 0.0193 0.0035 -0.0256
H -2.127806 1.150485 -3.313843 -0.0522 0.0024 0.0151
H -1.494769 0.471594 -1.851838 -0.0286 -0.0041 -0.0402
H -3.682348 1.182877 -0.669850 0.0391 0.0474 -0.0901
H -3.978817 2.233897 -2.069331 0.0089 -0.0041 0.0040
H -1.732058 2.349547 1.930202 -0.1331 0.1818 0.0034
H -3.137929 2.825707 3.943511 -0.0069 -0.0048 0.0171
H -5.295165 4.006934 3.688079 0.0156 0.0110 -0.0096
H -6.039709 4.758864 1.452932 0.0064 -0.0066 0.0019
H -4.637895 4.311465 -0.532527 0.0133 -0.0091 0.0093
H -2.788345 -0.135551 1.060726 -0.1356 -0.1065 0.0018
H -4.970497 0.362959 2.157252 0.0069 0.0067 -0.0131
H -6.883209 -1.177965 1.849560 0.0023 -0.0026 -0.0019
H -6.628163 -3.213725 0.469639 -0.0020 0.0046 0.0041
H -4.463367 -3.707280 -0.619771 -0.0027 0.0163 0.0109
O 2.062743 -0.687569 1.200963 -0.0518 -0.1980 0.1232
S 3.337948 -0.080149 1.771274 0.0256 0.0715 0.0114
C 4.502550 -1.466902 1.829782 0.0111 0.0069 -0.0302
C 5.821757 -0.910864 1.313662 0.0034 -0.0006 0.0175
C 5.448225 -0.127122 0.056236 -0.0154 -0.0344 -0.0030
C 4.235560 0.731892 0.411458 -0.0398 0.0861 -0.0411
H 4.081819 -2.206393 1.145006 -0.0071 -0.0181 -0.0051
H 4.533381 -1.871109 2.840168 0.0034 0.0197 0.0036
H 6.529649 -1.714941 1.112462 0.0074 -0.0054 -0.0159
H 6.275912 -0.252988 2.060037 -0.0137 0.0014 -0.0045
H 5.186141 -0.824911 -0.742276 0.0108 0.0418 0.0332
H 6.265816 0.497353 -0.302485 0.0099 -0.0165 -0.0044
H 3.516585 0.844654 -0.402573 -0.0325 0.0170 0.0056
H 4.494989 1.729299 0.771523 -0.0315 -0.0539 0.0077
C -2.674388 7.263755 2.120125 -0.0065 0.0106 -0.0038
C -1.506705 6.314626 2.135192 0.0106 -0.0245 0.0181
C -0.870598 5.940204 0.953809 -0.0350 -0.0047 -0.0447
C 0.182991 5.040890 0.961283 0.0087 -0.0657 0.0245
C 0.615721 4.498931 2.164607 -0.0257 0.0070 -0.0003
C 0.009207 4.872062 3.353364 -0.0265 0.0692 -0.0095
C -1.043961 5.777626 3.332883 -0.0206 -0.0454 -0.0061
S 1.916906 3.288252 2.147960 0.0174 0.1612 -0.1011
O 2.336375 3.095533 3.518564 -0.0324 0.0392 0.0604
O 2.916386 3.781994 1.223176 0.0087 -0.0855 0.0374
O 1.238940 2.084389 1.617676 0.0924 -0.2943 -0.0980
H -2.805772 7.711481 1.134869 0.0063 -0.0041 0.0113
H -2.537052 8.069294 2.843117 -0.0064 -0.0048 0.0008
H -3.600316 6.742683 2.376101 0.0237 0.0007 0.0021
H -1.209656 6.358467 0.011535 0.0135 -0.0008 0.0195
H 0.672176 4.750647 0.038913 -0.0129 0.0201 0.0228
H 0.377752 4.464534 4.286286 0.0164 0.0009 -0.0116
H -1.517645 6.067766 4.264961 0.0104 0.0084 -0.0101
N 2.068159 2.478877 -1.822310 0.0669 0.0284 0.0851
C 1.276682 1.425155 -2.294747 -0.1203 0.0777 0.0085
O 1.068203 0.470561 -1.414326 0.1876 -0.1380 -0.1077
C 0.828199 1.383709 -3.572012 0.0205 -0.0167 0.0139
I 3.665499 -1.637888 -3.323160 -0.0792 -0.0119 0.0019
H 1.950572 2.707943 -0.841868 0.0154 -0.0626 -0.0419
H 2.076648 3.298062 -2.408190 -0.0009 0.0099 -0.0209
H 1.065092 2.172538 -4.273519 -0.0062 -0.0273 0.0067
H 0.333142 0.491206 -3.930733 0.0177 0.0271 -0.0114
O -0.898934 0.354647 2.255773 -0.0924 -0.4439 -0.0906
C -1.092012 0.150612 3.444187 0.1201 0.1862 0.2824
C -0.505343 1.031290 4.502427 0.0011 -0.0076 -0.0656
C 0.863676 0.366155 4.794549 0.0373 0.0009 0.0025
C 0.854143 -1.148637 5.086262 0.0259 -0.0263 0.0271
C 0.576842 -2.087767 3.892388 0.0206 0.0444 -0.1129
C -0.906892 -2.219352 3.483798 0.0179 0.0735 0.0261
N -1.653210 -1.016442 3.901497 0.0042 0.0044 -0.0573
H -1.130267 1.046581 5.398714 -0.0010 -0.0053 0.0330
H -0.350900 2.044240 4.130320 -0.0001 -0.0377 0.0233
H 1.308210 0.888346 5.642459 -0.0023 0.0024 0.0038
H 1.515217 0.572159 3.942126 -0.0282 0.0010 0.0083
H 0.183246 -1.374398 5.925515 -0.0233 0.0025 -0.0134
H 1.853068 -1.392552 5.454684 0.0040 0.0041 -0.0025
H 0.964944 -3.082680 4.121908 -0.0084 -0.0003 0.0062
H 1.144464 -1.724756 3.030587 -0.0420 -0.0181 0.0752
H -1.389319 -3.075278 3.952617 0.0040 -0.0073 0.0374
H -1.000833 -2.331021 2.405232 -0.0222 -0.0029 -0.0213
H -1.741621 -0.996017 4.907830 -0.0247 -0.0025 -0.0119
Te 1.436627 -2.313880 -1.967400 0.1295 0.0463 0.0510
C 1.665258 -4.409905 -2.210077 0.0191 -0.0526 -0.0570
C 1.088137 -5.070295 -3.292994 0.0347 -0.0207 -0.0114
C 1.183383 -6.450930 -3.410516 0.0021 0.0174 0.0203
C 1.856965 -7.184965 -2.443804 0.0075 0.0226 0.0070
C 2.437748 -6.536244 -1.362055 -0.0172 -0.0017 -0.0243
C 2.339947 -5.156304 -1.245848 -0.0012 -0.0003 -0.0083
H 0.574570 -4.498511 -4.056421 -0.0136 -0.0002 0.0052
H 0.734532 -6.952915 -4.258576 0.0034 0.0030 0.0015
H 1.932979 -8.261143 -2.534804 -0.0003 0.0051 -0.0016
H 2.968784 -7.105844 -0.609515 -0.0050 0.0045 0.0004
H 2.794014 -4.651198 -0.401731 -0.0078 -0.0038 0.0067



(3)
54
Properties=species:S:1:pos:R:3:forces:R:3 method="wB97M-V/def2-TZVPD" homo_lumo_gap_ev=7.07 charge=+3 e_tot_ha=-3594.6947 lumo_energy_ev=-9.7 de_lowest_kcal_mol=0.9
Ga 0.572298 0.139950 -0.103068 -0.3068 0.5618 0.3422
N -3.851871 0.147223 -0.155037 -0.0771 -0.1536 0.0270
C -2.610024 -0.279525 -0.138948 0.0253 -0.1513 -0.0287
N -1.558446 0.505462 -0.267241 0.4124 0.1214 -0.0364
C -1.774587 1.862742 -0.486862 0.3380 0.1611 -0.0616
N -0.764246 2.683732 -0.618976 -0.5404 0.4713 -0.0215
N 0.429668 2.086537 -0.502722 0.6256 -0.6250 0.0900
C 1.525324 2.752347 -0.518606 -0.4413 0.1580 -0.0451
C 2.759063 2.003912 -0.349357 0.5575 -0.0857 0.0406
C 3.997616 2.624166 -0.334043 -0.2359 0.0358 -0.0073
C 5.136435 1.846772 -0.167643 -0.0090 -0.1442 0.0074
C 4.994511 0.473525 -0.030916 0.0602 0.0812 -0.0168
C 3.721619 -0.073266 -0.040063 -0.0548 -0.0848 -0.0320
N 2.625376 0.669865 -0.195182 -0.3704 -0.0874 -0.0850
C -3.116048 2.387825 -0.531173 -0.2760 -0.2160 0.1279
C -3.387611 3.750606 -0.708553 0.0163 -0.1508 0.0060
C -4.687135 4.197861 -0.618837 0.0816 0.0432 -0.0019
C -5.729413 3.299609 -0.372467 -0.0243 0.0172 -0.0225
C -5.488837 1.946001 -0.234240 -0.0338 -0.1351 -0.0593
C -4.178987 1.496241 -0.309059 0.2232 0.5692 -0.0903
H -4.612143 -0.512815 -0.048344 0.0621 -0.0979 0.0219
H -2.455312 -1.343955 -0.019814 -0.0286 -0.0185 0.0749
H 1.530313 3.831170 -0.631494 -0.0713 0.0111 -0.0550
H 4.060413 3.698244 -0.449860 0.0218 -0.0045 -0.0092
H 6.114871 2.307807 -0.145593 0.0101 -0.0145 -0.0284
H 5.855502 -0.171242 0.075458 -0.0055 0.0025 0.0483
H 3.573016 -1.139643 0.078179 0.0084 -0.0097 -0.0375
H -2.564446 4.419923 -0.909938 -0.0343 0.0814 0.0536
H -4.900570 5.251728 -0.731079 -0.0286 -0.0112 -0.0289
H -6.743063 3.668968 -0.293361 -0.0064 -0.0206 -0.0264
H -6.307084 1.252731 -0.081474 0.0129 0.0071 0.0527
O 0.633530 -1.487643 -0.941708 0.1998 -0.7818 -0.0787
S 0.377355 -2.526490 -2.111272 0.0342 0.4346 0.4075
C -0.619786 -3.818999 -1.290557 -0.0866 -0.1607 -0.1595
C 0.251543 -5.072714 -1.177922 0.1605 0.0460 0.0313
C 1.692313 -4.589323 -1.029259 -0.1774 -0.0252 0.0057
C 1.869743 -3.543790 -2.120964 0.0621 -0.1238 0.0170
H -1.525864 -3.969431 -1.876858 0.0062 0.0625 0.0039
H -0.881047 -3.411340 -0.314051 0.0575 0.1109 -0.0001
H 0.151502 -5.680573 -2.077362 -0.0177 -0.0163 0.0122
H -0.066967 -5.677173 -0.330353 -0.0499 -0.0109 -0.0266
H 2.403649 -5.403868 -1.154362 0.0540 0.0437 0.0111
H 1.849136 -4.143208 -0.044421 0.0464 -0.0368 0.0092
H 1.877418 -4.006868 -3.112679 -0.0145 0.0723 -0.0302
H 2.742417 -2.898532 -2.033576 -0.0676 0.1061 -0.0741
N 1.322202 -0.858298 2.664103 0.0933 -0.0643 0.0812
C 1.284919 -0.471048 3.944400 -0.0657 0.1643 0.0844
C 0.504388 0.667689 4.012500 -0.0006 -0.0036 -0.0103
C 0.092280 0.902195 2.708772 -0.0601 -0.0906 0.1228
N 0.585437 -0.038126 1.887007 -0.1595 0.0698 -0.4319
H 1.772331 -1.676894 2.291008 0.0015 -0.0398 -0.0529
H 1.799525 -1.012286 4.722566 0.0136 -0.0626 -0.0607
H 0.264891 1.244341 4.889141 0.0074 -0.0200 0.0032
H -0.547097 1.687902 2.336179 0.0521 0.0143 -0.0634



(4)
14
Properties=species:S:1:pos:R:3:forces:R:3 method="wB97M-V/def2-TZVPD" homo_lumo_gap_ev="7.88 / 7.47" charge=+1 e_tot_ha=-249.4656 lumo_energy_ev="-7.6 / -7.4" de_lowest_kcal_mol=225.6
C -3.170619 2.383325 -1.337695 0.5479 -0.4027 0.2665
C -2.350038 1.739282 -0.686721 0.7015 -0.7045 0.5721
C 0.402513 0.866369 0.867745 -0.9023 -0.9011 -1.7604
C 0.502312 -0.140308 -0.267740 1.2764 0.2439 0.3222
C 1.036355 -1.523415 -0.209911 -0.5335 -2.1373 1.4701
N -0.733425 0.143700 0.423945 0.3198 1.2273 -2.0979
H -4.130671 2.574831 -1.697959 -1.0276 0.5663 -0.5474
H 0.720348 0.712961 1.787396 1.2564 -1.6001 4.4253
H 0.524408 1.895299 0.749125 -0.3071 1.6180 -1.4510
H 0.876989 0.385130 -1.152578 -1.2276 0.0076 -0.1699
H 2.063251 -1.760511 -0.371334 1.1253 1.0660 -0.1429
H 0.600196 -2.155893 -0.921809 -1.0015 -0.2986 -2.0322
H 0.793834 -2.233116 0.607020 -0.0937 1.3516 0.7439
H -1.305309 -0.564252 0.864087 -0.1340 -0.0366 0.4018



Look up the charge of the third one. +3



What is the charge in the third record? +3



The lowest charge belongs to which entry? C41H53IMnN2O8S4Te



What is the charge in the first record? +1